# 1
Here is a structure of composition C34H35AlN8O3P from OMol25. Energies are from ωB97M-V/def2-TZVPD.

The highest occupied orbital energy is -10.81 eV. As for the relative energy (zero: lowest compared OMol25 entry of this formula, charge and spin): 0.00 kJ/mol. The net charge is +1. The largest force on an atom is 0.147 eV/Å. The spin multiplicity is 1.

Element x y z (Å)
P: 0.021319 -3.203500 1.110513
Al: 0.311555 -0.283524 0.355749
O: -3.364436 -1.510404 -0.403050
O: -1.956103 1.762493 1.734697
O: -1.449617 0.099358 0.339946
N: -0.540504 0.767579 -3.651261
N: 2.179736 0.527714 0.101789
N: 0.379563 0.324983 2.307180
N: -0.054974 2.543240 -0.569525
N: -1.837563 4.365232 -1.692051
N: 0.685657 -2.032438 0.337814
N: -0.109879 -0.505569 -3.759904
N: 0.198591 -0.010195 -1.691961
C: 3.502735 -5.119523 1.924098
C: -3.436435 -5.265858 0.260347
C: -0.338719 1.036499 -2.386034
C: 2.552254 -4.171434 1.575787
C: 0.820239 -5.827078 1.775768
C: -5.599736 -0.744851 -0.076058
C: 1.205647 -4.516184 1.505620
C: -0.711571 -2.728872 2.708983
C: -1.422374 -3.960991 -1.123641
C: -6.488157 0.195775 0.409307
C: -2.405890 -1.487177 3.902021
C: 0.002470 -2.877011 3.896789
C: 2.735066 1.070159 2.456370
C: -4.225799 -0.569393 0.072370
C: -0.652032 2.316688 -1.741079
C: -2.292415 0.858453 0.974521
C: -1.540843 3.223932 -2.301505
C: -1.251906 4.588620 -0.523522
C: -0.481866 -2.327869 5.078010
C: -6.021285 1.331339 1.059847
C: -3.739367 0.570129 0.730413
C: 1.770729 -6.775673 2.120151
C: 0.329250 -0.965140 -2.591709
C: 3.201322 0.415457 1.169611
C: -1.926686 -2.039260 2.723679
C: -0.363955 3.679377 0.039990
C: -1.363856 -4.027255 0.263756
C: 3.111167 -6.421937 2.198993
C: -3.488331 -5.186710 -1.124850
C: -2.378491 -4.691468 0.950611
C: -1.680039 -1.627560 5.079812
C: -4.660515 1.500600 1.216705
C: -2.474844 -4.536928 -1.819044
C: 1.607886 0.307461 3.126295
H: -2.019016 3.015986 -3.250368
H: 0.092111 3.873275 1.002380
H: -5.965811 -1.632576 -0.580719
H: 1.402181 0.719252 4.115955
H: -6.712566 2.069980 1.440373
H: -3.866712 -2.266179 -0.734250
H: -4.311739 -5.638265 -1.662957
H: 3.373810 -0.649182 1.334732
H: -1.494445 5.512717 -0.014037
H: 0.719484 -1.950169 -2.395598
H: 3.850737 -7.164644 2.467787
H: 1.466175 -7.793875 2.323024
H: 0.074922 -2.451416 5.997897
H: 2.839398 -3.155977 1.331340
H: -2.508168 -4.483388 -2.899896
H: 3.580596 1.123649 3.143718
H: -3.343551 -0.945747 3.900247
H: 2.038994 1.504164 -0.156306
H: 2.530001 0.061281 -0.730580
H: -0.638164 -3.439365 -1.654415
H: -0.099397 1.230048 2.343015
H: -2.359373 -4.745566 2.032310
H: 4.548639 -4.845907 1.974547
H: 4.138092 0.860961 0.831413
H: -7.551011 0.039497 0.278897
H: -0.220577 -6.117563 1.709066
H: 0.938656 -3.423728 3.900419
H: -2.485522 -1.923101 1.802204
H: -2.054732 -1.198344 5.999839
H: -0.300357 -0.305118 2.736904
H: 1.898920 -0.736671 3.259646
H: -4.264760 2.366730 1.729464
H: 2.431043 2.105362 2.262360
H: -0.149056 -0.976921 -4.648858
H: -4.221296 -5.774489 0.804700

Cartesian forces (eV/Å) of the 3 atoms listed first:
P 0.00 -0.03 -0.04
Al 0.08 -0.08 0.01
O 0.00 0.01 0.01



# 2
Here is a structure of composition C34H35BClI2N8O3Re from OMol25. Energies are from ωB97M-V/def2-TZVPD.

The highest occupied orbital energy (spin up / spin down) is -10.44 / -10.56 eV. As for the relative energy (zero: lowest compared OMol25 entry of this formula, charge and spin): 14.24 kJ/mol. As for the expectation value of S²: 0.76. The net charge is +1. The largest force on an atom is 0.701 eV/Å. The spin multiplicity is 2.

Element x y z (Å)
Re: -0.177254 -0.407679 0.217884
I: 2.512661 -0.015929 -3.478879
I: 8.244450 -0.241226 3.260872
Cl: -0.283517 4.401163 -5.658669
O: 0.514782 0.727910 -1.163065
O: 1.205420 -0.691534 3.145372
O: 1.647188 -0.745216 0.948669
N: 0.167864 -2.034684 -1.086814
N: -2.150021 -0.183153 -0.482421
N: -3.115336 0.062532 0.445884
N: -1.042046 -1.684691 1.567293
N: -2.110316 -1.249543 2.299738
N: -1.702845 1.207642 2.178416
N: -0.520022 1.155144 1.513593
N: -1.385503 2.689987 -0.922615
C: 3.476023 -0.586932 2.438956
C: 1.065589 1.468477 -3.313770
C: 2.001987 -0.671326 2.230582
C: -1.485648 -3.179570 3.154411
C: -2.871420 2.622945 3.861370
C: 1.289776 -5.188660 -2.029766
C: 4.346645 -0.323283 1.385593
C: -2.016006 -0.400380 -2.972069
C: -0.858869 3.498526 -3.147952
C: -0.523393 2.957472 2.806228
C: -2.391317 -2.129840 3.258140
C: 0.338649 -2.913452 -1.799242
C: -2.287321 3.630117 -0.823843
C: 0.322349 1.577015 -2.160099
C: 1.551241 2.526634 1.320279
C: -1.841617 4.501911 -2.999673
C: 6.195698 -0.391050 2.907288
C: -1.723190 2.288039 2.974664
C: 0.506707 -3.666968 1.609294
C: -0.662959 2.614482 -2.063671
C: -4.104389 0.022082 -1.521368
C: -4.303562 0.182708 -0.157866
C: -3.494911 -1.937040 4.236899
C: 0.206132 2.215950 1.878659
C: -2.743989 -0.207440 -1.685687
C: 3.975545 -0.749717 3.726279
C: -5.570624 0.433925 0.581889
C: 5.335482 -0.660581 3.963931
C: -0.652635 -2.868945 2.096673
C: -2.554906 4.570177 -1.838900
C: 0.875726 2.347894 -4.395918
C: -0.063774 3.333943 -4.314539
C: 0.618075 -3.999965 -2.722717
C: 5.707938 -0.218242 1.617949
B: -2.747284 0.116950 1.943760
H: -3.310268 5.327653 -1.688462
H: -4.450939 -1.803583 3.731891
H: 3.956736 -0.207996 0.382889
H: -4.851601 0.072504 -2.293792
H: 1.996004 1.672128 0.819137
H: 0.166169 -4.478420 0.963295
H: -6.398324 0.489877 -0.120909
H: 1.012327 -4.116807 2.462496
H: 6.385440 -0.007111 0.802407
H: 2.289997 -4.926824 -1.691258
H: -3.714365 0.315220 2.603209
H: -3.034852 1.843573 4.605623
H: -2.667599 3.554633 4.383544
H: 5.725120 -0.796042 4.962965
H: 1.257074 -3.578017 -3.503224
H: -5.776635 -0.365268 1.293215
H: 1.226710 -3.061755 1.066047
H: -3.314681 -1.055871 4.852511
H: -3.564064 -2.803394 4.889289
H: -2.845625 3.664620 0.106694
H: -0.213511 3.862361 3.298791
H: -1.429382 -4.044820 3.791009
H: 1.474743 2.243181 -5.288645
H: -2.013656 5.200518 -3.805735
H: -5.525421 1.370476 1.137170
H: 3.285512 -0.943114 4.536485
H: -0.324875 -4.290534 -3.190529
H: 2.218200 2.852771 2.117710
H: -2.449875 -1.231951 -3.527447
H: 1.367304 -6.014158 -2.733639
H: -3.794056 2.740647 3.292914
H: 1.470361 3.338603 0.594832
H: -0.955273 -0.588527 -2.823292
H: -2.112511 0.491548 -3.593679
H: 0.707907 -5.524865 -1.174051

Cartesian forces (eV/Å) of the 3 atoms listed first:
Re 0.51 0.45 -0.18
I -0.03 -0.02 0.03
I -0.02 0.00 -0.01



# 3
Here is a cluster of 2 separate species, C34H35BF3NO2S in total in a non-equilibrium geometry from OMol25. Energies are from ωB97M-V/def2-TZVPD.

The highest occupied orbital energy is -6.62 eV. As for the relative energy (zero: lowest compared OMol25 entry of this formula, charge and spin): 32.63 kJ/mol. The largest force on an atom is 3.014 eV/Å. The spin multiplicity is 1.

Element x y z (Å)
S: 4.632908 -0.229792 0.928116
F: -0.304539 -5.584582 4.763648
F: 1.620994 -5.097538 5.714781
F: 1.508553 -6.700173 4.211334
O: 0.966832 -0.758771 -0.243527
O: 2.937029 -2.042542 -0.712309
N: -3.778831 2.978592 1.970515
C: 3.628692 -0.414606 -2.270339
C: -2.479261 2.163465 0.287762
C: 2.492407 -3.778911 1.426646
C: 1.325600 -4.442121 3.433292
C: 2.556675 1.219553 1.371103
C: -6.308447 0.428479 0.993759
C: -2.242573 1.106258 -2.826505
C: -0.013520 -1.813000 -2.066378
C: 3.715710 1.943620 1.888364
C: -2.594906 1.167854 -4.168138
C: -1.650883 3.457457 -2.854766
C: -2.565879 3.089410 1.365984
C: 1.037718 -5.457456 4.522588
C: 1.109427 -0.855177 -1.652377
C: 2.497087 -2.491280 -3.059036
C: -1.811436 2.252765 -2.116511
C: -2.447867 2.374963 -4.863808
C: -1.994870 3.520589 -4.197578
C: 0.958737 -2.261590 2.473052
C: -3.745698 1.400882 0.325338
C: 2.229839 -4.739386 2.421730
C: 0.959051 0.507421 -2.283143
C: -4.322593 0.394641 -0.437689
C: 2.907150 -0.002707 0.854675
C: 6.297168 1.675865 2.055935
C: 2.577346 -1.460307 -1.943249
C: -5.570290 -0.131248 -0.059599
C: 0.683440 -3.205417 3.476045
C: 1.857666 -2.538951 1.453907
C: -1.474128 2.197963 -0.687306
C: -4.515318 1.952488 1.381695
C: -5.792753 1.518782 1.709058
C: 4.917137 1.305631 1.668782
C: -4.285399 3.825225 3.033721
B: 2.129999 -1.383123 0.284715
H: 1.850221 -3.323338 -2.770985
H: 3.684148 0.341553 -1.474926
H: -0.169451 -1.805428 -3.153977
H: 1.877012 1.098461 -2.216786
H: -6.335113 2.016971 2.503542
H: -1.879381 3.881476 1.651523
H: 0.704763 0.406279 -3.345075
H: 3.203106 -4.033370 0.641852
H: -2.980997 0.269197 -4.661555
H: -1.909995 4.474907 -4.726180
H: 0.218255 -2.829672 -1.714200
H: 2.722825 -5.711079 2.394093
H: -7.286334 0.028631 1.261143
H: -3.491740 4.504522 3.353437
H: -0.027900 -2.983254 4.268798
H: 3.491143 -2.872958 -3.302253
H: -1.261353 4.329548 -2.333281
H: -4.634588 3.224118 3.883453
H: -0.944897 -1.526233 -1.568114
H: 0.469006 -1.290327 2.488927
H: 3.423645 0.071542 -3.233784
H: 6.922873 1.863638 1.174996
H: -5.145084 4.419062 2.694559
H: 1.539877 1.594621 1.429742
H: 3.649433 2.890757 2.421434
H: 4.604648 -0.898211 -2.336342
H: -5.983787 -0.981130 -0.600956
H: -2.704776 2.436245 -5.922047
H: 0.170573 1.050891 -1.755039
H: 2.081019 -2.009636 -3.951531
H: -0.533936 2.654325 -0.374351
H: 6.316645 2.573013 2.690356
H: 6.765439 0.857352 2.617837
H: -2.244781 0.159640 -2.289570
H: -3.808492 0.024662 -1.319023

Cartesian forces (eV/Å) of the 3 atoms listed first:
S -0.39 0.62 0.41
F 0.89 -0.01 0.04
F -0.56 -0.44 -0.71